Record 1
99
Properties=species:S:1:pos:R:3:forces:R:3:mulliken_charge:R:1 method="wB97M-V/def2-TZVPD" orbital_gap_ev=5.9 mol_weight_g_mol=1039.34 de_lowest_kj_mol=75.0 total_charge=-2
Pb 0.100 -0.399 -0.471 0.03 0.11 -0.03 1.83
C 2.753 -1.878 1.675 0.05 -0.06 -0.08 -1.20
O 2.478 -1.291 0.423 -0.11 -0.08 -0.01 0.45
Si 3.258 -1.741 -1.023 0.04 0.03 0.01 0.50
C 5.095 -1.493 -0.601 0.01 0.03 -0.07 -1.50
C 3.032 -3.604 -1.129 0.00 0.00 -0.03 -1.19
C 2.577 -0.698 -2.311 -0.09 0.02 0.08 0.78
Si 2.022 -1.272 -3.948 0.05 -0.04 -0.05 0.40
C 3.290 -0.911 -5.331 0.00 0.08 0.00 -1.26
C 1.757 -3.130 -4.146 0.05 0.01 -0.01 -1.11
C 0.410 -0.462 -4.540 -0.01 0.04 0.01 -0.57
Si 3.128 1.047 -2.274 -0.05 0.05 -0.08 0.63
C 4.950 1.316 -2.759 0.06 -0.07 0.01 -1.31
C 2.926 1.862 -0.583 0.01 0.00 0.05 -0.71
C 2.210 2.172 -3.493 -0.03 -0.05 -0.07 -0.87
H 2.273 -2.858 1.763 0.02 0.03 0.00 0.20
H 2.355 -1.224 2.446 -0.02 0.06 0.10 0.16
H 3.835 -1.999 1.824 -0.06 0.01 0.01 0.27
H 5.481 -2.263 0.073 -0.03 -0.01 0.01 0.34
H 5.254 -0.519 -0.128 0.01 -0.01 -0.03 0.34
H 5.686 -1.522 -1.521 0.02 0.00 0.04 0.37
H 3.363 -4.055 -0.187 0.01 0.01 -0.01 0.39
H 3.627 -4.044 -1.933 -0.02 0.00 -0.01 0.35
H 1.986 -3.873 -1.281 -0.01 -0.01 -0.02 0.20
H 4.224 -1.450 -5.141 0.00 0.00 0.01 0.29
H 3.533 0.153 -5.412 -0.01 -0.07 0.00 0.29
H 2.896 -1.241 -6.299 0.01 0.00 0.00 0.32
H 2.699 -3.678 -4.059 -0.02 -0.03 0.02 0.28
H 1.358 -3.311 -5.150 0.01 0.02 -0.02 0.31
H 1.042 -3.549 -3.439 -0.01 -0.03 0.05 0.21
H 0.538 0.001 -5.525 -0.02 0.00 0.02 0.44
H 0.066 0.310 -3.850 0.00 0.00 -0.04 -0.13
H -0.386 -1.206 -4.607 0.02 -0.02 0.00 0.33
H 5.632 0.904 -2.012 0.00 0.00 -0.02 0.32
H 5.166 2.385 -2.859 -0.01 0.01 0.00 0.33
H 5.168 0.831 -3.716 0.00 0.02 0.03 0.29
H 3.637 2.685 -0.456 -0.01 0.01 0.01 0.53
H 3.068 1.152 0.235 0.06 0.05 0.00 -0.01
H 1.922 2.281 -0.455 -0.02 -0.02 -0.03 0.06
H 2.336 1.836 -4.528 -0.05 0.05 0.05 0.23
H 2.618 3.185 -3.417 0.02 0.01 0.02 0.38
H 1.141 2.218 -3.275 0.11 0.00 -0.03 0.00
S -0.545 2.002 1.390 -0.01 0.05 0.10 -0.15
C 0.807 2.266 2.386 0.06 -0.01 0.10 0.04
N 1.785 1.448 2.658 -0.01 -0.03 -0.01 0.01
C 2.722 2.013 3.493 0.03 0.00 0.01 -0.49
C 3.888 1.381 3.930 -0.03 -0.01 -0.02 -0.19
C 4.756 2.054 4.774 0.01 -0.01 0.00 -0.64
C 4.484 3.357 5.195 -0.02 0.02 0.00 -0.37
C 3.334 4.003 4.764 0.03 0.00 0.02 -0.58
C 2.464 3.331 3.918 -0.03 0.01 -0.02 0.65
S 0.978 3.855 3.200 -0.04 0.03 -0.03 -0.40
H 4.098 0.375 3.591 0.00 -0.02 0.00 0.39
H 5.662 1.563 5.109 0.00 0.00 0.00 0.37
H 5.175 3.869 5.854 0.00 0.00 0.00 0.34
H 3.121 5.018 5.081 0.00 0.00 0.00 0.34
O -3.905 -0.546 -2.686 0.18 -0.16 -0.04 -0.80
As -3.769 -0.722 -0.941 0.08 0.01 0.04 0.26
O -5.070 -0.010 -0.245 -0.01 0.03 -0.04 -0.81
O -2.263 -0.206 -0.463 -0.13 -0.11 0.13 -0.05
C -3.908 -2.639 -0.575 0.03 -0.06 -0.10 -0.56
C -5.083 -2.991 0.085 -0.01 0.00 -0.01 -0.59
C -5.326 -4.304 0.463 -0.02 0.01 0.01 -0.52
C -4.387 -5.283 0.183 0.01 -0.03 0.01 -0.59
C -3.219 -4.950 -0.486 0.01 0.02 0.01 -0.68
C -2.974 -3.637 -0.869 -0.02 0.03 0.04 0.08
S -1.432 -3.346 -1.754 0.00 0.06 0.00 1.49
O -1.049 -4.639 -2.273 0.00 -0.07 0.01 -0.76
O -1.735 -2.345 -2.767 -0.12 0.09 -0.01 -0.78
O -0.492 -2.839 -0.740 0.00 -0.02 0.04 -0.92
H -3.134 -1.027 -3.048 -0.10 0.07 0.02 0.46
H -5.792 -2.200 0.303 0.00 0.00 0.00 0.52
H -6.246 -4.557 0.977 0.00 0.00 0.00 0.37
H -4.565 -6.312 0.476 0.00 0.00 0.00 0.36
H -2.483 -5.702 -0.738 -0.01 0.00 0.00 0.50
C -2.567 4.930 -1.888 0.02 -0.01 0.01 -1.34
C -2.785 3.507 -1.376 0.02 0.06 0.09 -0.14
C -1.676 2.620 -1.706 -0.20 -0.24 -0.02 -0.25
N -0.866 1.846 -1.943 0.22 0.24 -0.25 0.13
H -3.415 5.559 -1.615 0.00 -0.01 0.00 0.38
H -2.464 4.941 -2.973 0.00 0.01 0.00 0.34
H -1.664 5.359 -1.456 -0.01 0.00 0.00 0.33
H -3.690 3.061 -1.793 0.00 -0.03 0.01 0.31
H -2.885 3.487 -0.289 0.02 -0.02 0.00 0.23
C -3.373 -0.185 2.934 -0.03 0.03 0.00 -1.59
C -2.536 -1.361 3.454 0.01 0.12 -0.01 2.81
C -3.291 -2.686 3.306 0.01 -0.01 -0.01 -1.36
C -2.138 -1.120 4.915 0.01 0.00 0.02 -2.01
C -1.305 -1.433 2.651 -0.03 0.00 -0.08 -0.74
N -0.354 -1.477 2.012 0.01 -0.11 0.09 -0.42
H -4.277 -0.104 3.543 0.01 0.00 0.01 0.45
H -3.670 -0.313 1.894 0.00 -0.02 0.03 0.36
H -2.807 0.746 2.998 0.00 -0.02 0.00 0.22
H -4.228 -2.626 3.864 0.01 0.01 0.00 0.42
H -2.702 -3.518 3.695 0.00 0.00 -0.01 0.40
H -3.527 -2.885 2.260 0.01 0.00 0.02 0.05
H -3.044 -1.035 5.520 0.00 -0.01 -0.01 0.43
H -1.568 -0.195 5.010 0.00 0.00 -0.01 0.37
H -1.535 -1.943 5.303 0.00 0.00 -0.01 0.40


Record 2
57
Properties=species:S:1:pos:R:3:forces:R:3:lowdin_spin:R:1 method="wB97M-V/def2-TZVPD" orbital_gap_ev="8.0 / 8.0" s_squared=6.00 mol_weight_g_mol=681.33 total_charge=-1 multiplicity=5
Pm 0.984 -3.012 -0.518 0.38 0.50 -0.28 4.04
O 5.442 -2.578 -0.231 -1.75 -0.21 0.69 0.00
C 4.276 -2.694 0.153 -0.04 0.05 -0.02 0.00
O 3.213 -2.698 -0.622 0.18 -0.11 0.26 -0.01
C 3.944 -2.810 1.679 0.22 0.16 -0.65 0.00
C 5.014 -2.564 2.510 -0.11 0.61 -0.45 0.00
C 4.819 -2.502 3.867 -0.01 -0.63 1.25 0.00
C 3.633 -2.844 4.498 -0.05 0.43 -0.14 0.00
C 2.582 -3.169 3.675 -0.09 0.76 -0.49 0.00
C 2.640 -3.062 2.248 1.99 -0.80 0.70 0.00
O 1.612 -3.297 1.546 -1.44 -0.09 -0.48 -0.01
N 1.279 -3.249 4.333 -0.36 -0.55 0.31 0.00
O 0.482 -4.128 4.047 0.50 0.42 -0.15 0.00
O 1.100 -2.414 5.204 -0.34 -0.03 0.04 0.00
N 5.910 -2.166 4.743 1.76 0.26 0.16 0.00
O 5.715 -2.123 5.945 -0.30 0.00 0.13 0.00
O 7.021 -1.944 4.259 -0.81 -0.11 -0.08 0.00
H 5.978 -2.296 2.084 -0.20 -0.24 0.03 0.00
H 3.522 -2.761 5.589 0.07 -0.16 -0.78 0.00
C -4.447 2.646 -3.143 1.51 0.06 0.15 0.00
C -4.476 2.197 -1.709 0.76 -0.41 1.17 0.00
C -4.563 3.418 -0.793 -0.06 -0.34 0.71 0.00
C -5.756 1.375 -1.586 -0.74 0.83 0.09 0.00
C -3.220 1.359 -1.307 -0.24 0.69 -0.54 0.00
C -3.299 0.066 -0.856 -0.33 0.70 -0.55 0.00
C -2.172 -0.658 -0.673 1.70 -1.32 0.91 0.00
Br -2.468 -2.417 0.132 0.67 0.40 -0.45 0.00
C -0.844 -0.201 -0.856 -0.74 0.70 -0.06 0.00
O 0.209 -0.964 -0.669 -0.17 -0.38 0.02 -0.01
C -0.744 1.188 -1.216 0.39 -1.05 0.43 0.00
C -1.926 1.873 -1.410 -0.04 1.16 -0.45 0.00
C 0.648 1.861 -1.290 -0.61 0.53 -0.76 0.00
C 1.584 1.148 -2.271 0.41 -0.65 0.13 0.00
C 0.537 3.341 -1.786 0.61 -0.22 0.38 0.00
C 1.306 1.870 0.076 1.30 -1.43 1.12 0.00
H -5.320 3.213 -3.356 -0.69 0.71 -0.25 0.00
H -4.500 1.742 -3.694 0.20 -0.71 -1.18 0.00
H -3.535 3.213 -3.391 -0.37 -0.20 -0.04 0.00
H -5.220 4.177 -1.206 -0.32 0.09 0.10 0.00
H -3.620 3.890 -0.550 0.46 0.07 -0.49 0.00
H -4.896 3.078 0.187 -0.44 0.17 0.09 0.00
H -6.579 1.969 -2.027 0.18 -0.26 0.39 0.00
H -6.024 1.091 -0.587 -0.09 0.32 0.85 0.00
H -5.770 0.433 -2.081 0.45 -0.68 -0.97 0.00
H -4.221 -0.396 -0.671 -1.14 -0.53 0.18 0.00
H -1.822 2.924 -1.671 -0.15 -0.12 -0.06 0.00
H 1.198 1.094 -3.276 -0.35 0.30 -0.46 0.00
H 1.841 0.110 -2.028 -0.24 0.35 0.35 0.00
H 2.526 1.690 -2.291 0.17 0.14 -0.13 0.00
H -0.006 3.444 -2.735 0.14 -0.09 0.22 0.00
H 1.568 3.744 -1.924 -0.68 -0.30 0.05 0.00
H 0.063 3.958 -1.014 -0.08 -0.02 -0.22 0.00
H 1.452 0.797 0.441 -0.33 1.37 -0.41 0.00
H 0.763 2.416 0.862 0.00 -0.06 -0.39 0.00
H 2.351 2.272 0.015 -0.86 -0.07 -0.03 0.00
N 0.131 -5.825 -2.621 -0.13 0.22 0.08 0.00
C 0.082 -4.825 -2.033 0.22 -0.25 -0.05 -0.01


Record 3
49
Properties=species:S:1:pos:R:3:forces:R:3:nbo_charge:R:1 method="wB97M-V/def2-TZVPD" orbital_gap_ev=6.1 mol_weight_g_mol=488.28 de_lowest_kj_mol=163.7
C -6.040 -1.819 -2.497 0.11 -1.07 -0.78 -0.66
C -5.790 -2.820 -1.318 -0.43 0.77 0.43 0.11
O -7.050 -2.978 -0.602 0.30 -0.01 -0.66 -0.73
C -4.769 -2.336 -0.247 0.49 -0.63 0.48 -0.46
C -3.375 -1.935 -0.807 -0.83 0.68 -0.44 0.03
O -2.258 -2.688 -0.351 -1.43 1.54 -0.52 -0.80
P -0.891 -1.972 -1.169 2.89 -2.13 0.80 1.53
O -0.139 -3.544 -0.952 -0.20 0.27 -0.93 -1.03
C 0.085 -1.492 0.424 -0.48 0.69 0.86 -0.39
O 1.372 -0.945 0.014 0.31 -1.42 0.44 -0.29
O 1.202 0.423 -0.168 0.30 2.40 0.12 -0.52
O -1.645 -0.367 -1.036 -2.25 1.12 0.55 -0.81
C -2.908 -0.432 -0.483 0.28 -3.19 -1.05 0.35
I -4.325 1.125 -1.068 0.32 0.01 -0.47 0.06
N -2.983 -0.413 1.038 0.05 1.35 -1.21 -0.51
C -2.623 0.640 1.489 2.16 -0.01 2.49 0.29
S -1.771 1.700 2.346 -1.09 -0.16 -0.79 -0.07
H -6.971 -1.230 -2.352 0.81 -0.10 0.23 0.22
H -6.216 -2.434 -3.417 0.10 0.50 0.56 0.21
H -5.174 -1.169 -2.731 -0.66 -0.29 0.27 0.23
H -5.534 -3.835 -1.701 0.27 0.79 0.13 0.17
H -7.717 -2.969 -1.304 0.02 -0.12 0.47 0.46
H -4.614 -3.185 0.462 -0.11 0.63 -0.43 0.24
H -5.207 -1.509 0.359 0.17 -0.51 -0.59 0.23
H -3.436 -2.017 -1.920 0.22 0.17 0.61 0.18
H 0.269 -1.463 -1.884 -0.23 0.27 0.21 -0.18
H -1.401 -2.249 -2.483 -0.76 -0.06 0.54 -0.14
H -0.740 -4.026 -0.368 0.20 0.05 -0.33 0.47
H 0.322 -2.342 1.097 0.04 0.42 -0.61 0.20
H -0.386 -0.699 1.045 0.21 -0.48 -0.34 0.17
H 1.320 0.633 -1.112 -0.37 -0.94 0.06 0.46
C 4.794 2.465 -0.413 -0.18 -0.08 -0.18 -0.64
C 4.316 3.402 0.687 0.51 -0.21 -0.53 -0.07
C 5.384 3.694 1.744 -0.61 0.09 0.65 -0.08
O 5.526 2.577 2.607 0.40 0.30 -0.32 -0.56
C 6.641 1.730 2.315 -0.10 -0.45 0.11 -0.25
N 3.173 2.741 1.394 -0.24 0.08 0.45 -0.68
H 4.955 1.449 -0.049 0.02 0.06 0.06 0.23
H 4.056 2.408 -1.215 0.03 -0.03 0.01 0.24
H 5.727 2.826 -0.846 -0.05 0.04 0.06 0.24
H 3.941 4.327 0.249 0.02 0.02 0.10 0.22
H 5.036 4.521 2.372 0.06 0.00 0.01 0.20
H 6.329 4.007 1.297 -0.07 -0.14 -0.15 0.21
H 7.465 2.272 1.848 -0.09 0.09 0.01 0.18
H 6.323 0.909 1.668 0.15 0.02 -0.07 0.18
H 6.991 1.300 3.253 -0.06 0.09 0.01 0.21
H 2.503 2.289 0.763 -0.14 -0.31 -0.07 0.47
H 2.665 3.398 1.992 -0.07 -0.04 -0.12 0.44
H 3.564 2.031 2.029 0.02 -0.05 -0.15 0.46


It is found that the total energy values, taken in the order of the records, are -173994.8058, -130618.8433, -57358.6290 eV.